1.
{"formula": "C41H58CrN2O4S", "method": "ωB97M-V with the def2-TZVPD basis set", "elements": ["Cr", "C", "N", "C", "C", "C", "N", "C", "C", "C", "C", "C", "C", "C", "O", "C", "C", "C", "C", "C", "C", "C", "C", "C", "C", "C", "C", "C", "C", "C", "O", "C", "C", "C", "C", "C", "C", "C", "C", "H", "H", "H", "H", "H", "H", "H", "H", "H", "H", "H", "H", "H", "H", "H", "H", "H", "H", "H", "H", "H", "H", "H", "H", "H", "H", "H", "H", "H", "H", "H", "H", "H", "H", "H", "H", "H", "H", "H", "H", "H", "H", "H", "H", "H", "H", "H", "H", "H", "H", "H", "H", "H", "H", "O", "C", "O", "C", "C", "C", "C", "C", "C", "S", "H", "H", "H", "H"], "coordinates": [[2.0796, 0.2489, -0.7412], [1.9080, 1.2038, -4.1085], [0.9067, 0.3208, -3.5585], [0.9398, -0.9809, -4.1891], [-0.4227, 0.8766, -3.5672], [-0.6094, 2.0331, -2.6001], [-0.3994, 1.6993, -1.2060], [-0.1588, 2.9454, -0.4559], [-0.2057, 2.8202, 1.0389], [-1.1254, 3.5197, 1.7962], [-1.2177, 3.3685, 3.1789], [-0.3366, 2.4659, 3.7757], [0.6179, 1.7440, 3.0667], [0.6850, 1.9053, 1.6543], [1.5080, 1.2435, 0.9208], [1.5354, 0.7167, 3.7255], [1.3956, 0.7155, 5.2504], [1.1605, -0.6842, 3.2160], [3.0087, 1.0200, 3.3996], [-2.2644, 4.1604, 3.9632], [-3.6691, 3.8440, 3.4292], [-2.2457, 3.8306, 5.4558], [-2.0035, 5.6656, 3.8089], [-1.4898, 0.9246, -0.6262], [-1.6643, -0.5357, -0.9894], [-2.9596, -0.9615, -1.2652], [-3.3008, -2.2988, -1.4050], [-2.2676, -3.2224, -1.2306], [-0.9541, -2.8684, -0.9717], [-0.6097, -1.4798, -0.8716], [0.6164, -1.1254, -0.7100], [0.1356, -3.9286, -0.7890], [1.2012, -3.7978, -1.8868], [0.7908, -3.7735, 0.5920], [-0.4231, -5.3538, -0.8628], [-4.7159, -2.7863, -1.7088], [-5.2233, -3.6742, -0.5634], [-4.7212, -3.6042, -3.0084], [-5.7006, -1.6294, -1.8795], [1.6534, 1.5275, -5.1404], [2.0461, 2.0921, -3.4913], [2.8662, 0.6868, -4.1356], [0.6638, -0.9254, -5.2628], [1.9357, -1.4119, -4.0974], [0.2321, -1.6431, -3.6868], [-0.7049, 1.2340, -4.5832], [-1.1225, 0.0806, -3.3112], [0.0828, 2.8391, -2.8585], [-1.6304, 2.4449, -2.7499], [0.8274, 3.3094, -0.7646], [-0.9015, 3.7129, -0.7522], [-1.8018, 4.1916, 1.2722], [-0.3916, 2.3168, 4.8449], [0.4055, 0.3774, 5.5689], [2.1322, 0.0301, 5.6774], [1.5711, 1.7070, 5.6766], [0.1397, -0.9365, 3.5163], [1.2178, -0.7299, 2.1300], [1.8386, -1.4384, 3.6299], [3.2402, 2.0648, 3.6277], [3.6581, 0.3869, 4.0131], [3.2417, 0.8658, 2.3487], [-3.8718, 2.7737, 3.4986], [-4.4331, 4.3829, 4.0002], [-3.7665, 4.1288, 2.3807], [-2.4510, 2.7735, 5.6363], [-1.2802, 4.0668, 5.9078], [-3.0125, 4.4169, 5.9707], [-2.0093, 5.9589, 2.7583], [-2.7690, 6.2499, 4.3318], [-1.0261, 5.9281, 4.2191], [-1.3637, 0.9669, 0.4565], [-2.4566, 1.4294, -0.8358], [-3.7185, -0.1911, -1.3574], [-2.5078, -4.2759, -1.3088], [1.6619, -2.8125, -1.9040], [1.9900, -4.5415, -1.7286], [0.7532, -3.9914, -2.8667], [1.2592, -2.7979, 0.6931], [0.0432, -3.8834, 1.3835], [1.5535, -4.5470, 0.7295], [-0.8828, -5.5651, -1.8317], [0.4011, -6.0593, -0.7283], [-1.1630, -5.5480, -0.0809], [-4.5863, -4.5503, -0.4324], [-5.2195, -3.1201, 0.3774], [-6.2438, -4.0203, -0.7616], [-4.0462, -4.4585, -2.9416], [-5.7269, -3.9801, -3.2277], [-4.3902, -2.9888, -3.8475], [-5.7757, -1.0288, -0.9708], [-5.4019, -0.9674, -2.6947], [-6.6955, -2.0230, -2.1082], [4.4730, -1.7098, -3.5851], [4.2578, -1.0416, -2.5656], [3.1163, -0.9578, -2.0067], [5.4424, -0.2916, -1.9606], [6.6864, -0.8885, -2.1709], [7.8597, -0.3434, -1.6806], [7.7850, 0.8536, -0.9729], [6.5644, 1.4633, -0.7694], [5.3551, 0.9173, -1.2464], [3.9020, 1.8496, -0.9172], [6.6914, -1.8017, -2.7519], [8.8118, -0.8335, -1.8487], [8.6833, 1.3146, -0.5734], [6.5068, 2.3937, -0.2168]], "lowdin_charge": [0.608, -0.101, -0.261, -0.089, -0.202, -0.190, -0.145, -0.136, -0.151, -0.014, -0.195, 0.006, -0.087, -0.317, -0.226, -0.530, -0.087, -0.036, -0.040, -0.567, -0.062, -0.082, -0.063, -0.114, -0.124, -0.016, -0.198, -0.007, -0.080, -0.305, -0.176, -0.527, -0.038, -0.043, -0.090, -0.567, -0.061, -0.061, -0.083, 0.082, 0.060, 0.081, 0.083, 0.070, 0.078, 0.117, 0.107, 0.109, 0.118, 0.125, 0.116, 0.105, 0.077, 0.076, 0.073, 0.079, 0.087, 0.065, 0.083, 0.089, 0.074, 0.069, 0.087, 0.072, 0.072, 0.083, 0.081, 0.074, 0.072, 0.073, 0.085, 0.129, 0.120, 0.094, 0.084, 0.057, 0.083, 0.085, 0.068, 0.085, 0.077, 0.076, 0.075, 0.078, 0.073, 0.086, 0.072, 0.072, 0.072, 0.086, 0.081, 0.082, 0.074, -0.011, -0.617, -0.163, -0.143, -0.057, -0.129, -0.135, -0.159, -0.606, 0.608, 0.103, 0.078, 0.082, 0.077], "total_charge": -2, "spin_multiplicity": 5, "e_lumo_ev": [4.04, 4.04], "e_homo_ev": [-1.53, -1.91], "relative_energy_ev": 0.2962, "total_energy_ev": -93891.44805, "orbital_gap_ev": [5.6, 5.9]}

2.
{"formula": "C41H58F3GeN4O3PSSe2Si3W", "method": "ωB97M-V with the def2-TZVPD basis set", "elements": ["W", "F", "C", "F", "F", "C", "C", "C", "C", "N", "C", "S", "H", "H", "H", "Se", "P", "Se", "C", "C", "C", "C", "C", "C", "C", "C", "C", "C", "C", "C", "H", "H", "H", "H", "H", "H", "H", "H", "H", "H", "C", "Si", "C", "C", "Ge", "Si", "C", "C", "C", "Si", "C", "C", "C", "H", "H", "H", "H", "H", "H", "H", "H", "H", "H", "H", "H", "H", "H", "H", "H", "H", "H", "H", "H", "H", "H", "H", "H", "H", "H", "H", "C", "C", "N", "C", "N", "C", "C", "C", "N", "C", "H", "H", "H", "H", "H", "H", "H", "H", "H", "H", "H", "H", "H", "O", "C", "C", "C", "C", "C", "C", "C", "O", "O", "H", "H", "H", "H", "H"], "coordinates": [[0.5766, 0.3091, -0.0905], [5.7750, -1.1157, 3.6011], [5.1695, -0.7969, 2.4457], [5.5830, -1.6838, 1.5245], [5.6227, 0.4138, 2.0812], [3.6723, -0.8085, 2.6048], [3.1117, -1.2478, 3.7832], [1.7173, -1.2681, 3.8799], [0.9660, -0.8222, 2.8395], [1.4814, -0.3741, 1.6683], [2.8544, -0.4102, 1.5409], [3.4238, -0.0467, -0.0473], [3.7349, -1.5662, 4.6063], [1.2366, -1.6265, 4.7782], [-0.1143, -0.8049, 2.8951], [-1.5098, -0.6149, -0.9717], [0.9408, -1.4070, -4.3553], [1.1817, -0.8152, -2.2077], [-0.2656, -0.1005, -4.8789], [0.3435, 1.0856, -5.2873], [-0.4197, 2.2095, -5.5576], [-1.7995, 2.1582, -5.4200], [-2.4108, 0.9756, -5.0321], [-1.6515, -0.1552, -4.7678], [0.1586, -3.0674, -4.1379], [-1.0920, -3.3139, -3.5768], [-1.5390, -4.6170, -3.4271], [-0.7238, -5.6852, -3.7764], [0.5404, -5.4452, -4.2931], [0.9717, -4.1424, -4.4918], [1.4234, 1.1306, -5.3773], [0.0620, 3.1236, -5.8786], [-2.3986, 3.0362, -5.6235], [-3.4879, 0.9266, -4.9331], [-2.1534, -1.0640, -4.4712], [-1.7169, -2.5044, -3.2246], [-2.5318, -4.7993, -3.0355], [-1.0744, -6.7012, -3.6481], [1.1863, -6.2753, -4.5476], [1.9490, -3.9577, -4.9223], [-1.0369, 3.0539, -1.7560], [-2.3587, 2.7145, -0.4411], [-2.8956, 4.4182, 0.1889], [-3.8480, 1.9573, -1.3456], [-1.3280, 1.2501, 1.2696], [-0.0062, 3.1186, 2.3502], [-1.3578, 3.7619, 3.5184], [0.5930, 4.7007, 1.4863], [1.3124, 2.4453, 3.5308], [-3.3226, 0.7188, 2.5869], [-4.5018, -0.2522, 1.4673], [-2.7151, -0.4276, 3.9699], [-4.2435, 2.2027, 3.2899], [-1.4306, 3.7207, -2.5293], [-0.7242, 2.1517, -2.2892], [-0.1705, 3.5571, -1.3369], [-3.1122, 5.0609, -0.6672], [-2.1416, 4.9148, 0.7981], [-3.8095, 4.3410, 0.7831], [-4.6492, 2.6913, -1.4515], [-4.2538, 1.0929, -0.8191], [-3.5622, 1.6121, -2.3399], [-2.2710, 4.0258, 2.9855], [-0.9787, 4.6596, 4.0144], [-1.6058, 3.0293, 4.2885], [-0.2163, 5.4236, 1.3859], [1.0367, 4.5537, 0.5060], [1.3622, 5.1565, 2.1156], [0.8612, 1.8143, 4.2985], [1.7863, 3.2913, 4.0367], [2.1017, 1.8718, 3.0495], [-3.9756, -0.6879, 0.6168], [-5.2889, 0.3961, 1.0786], [-4.9883, -1.0577, 2.0218], [-2.3937, -1.3880, 3.5566], [-3.5165, -0.6338, 4.6838], [-1.8836, 0.0122, 4.5244], [-4.3037, 3.0225, 2.5729], [-3.7990, 2.5811, 4.2088], [-5.2630, 1.8864, 3.5228], [-2.6551, -4.5760, 0.3020], [-2.6622, -3.4048, 1.2656], [-1.3170, -2.8323, 1.3371], [-0.2383, -3.3536, 0.6731], [0.7345, -2.5432, 0.3324], [1.9461, -3.2321, -0.1321], [2.1647, -4.5515, 0.5925], [0.9871, -5.4486, 0.2753], [-0.2426, -4.6958, 0.4732], [-1.4685, -5.4640, 0.6286], [-2.5357, -4.1899, -0.7124], [-3.5868, -5.1371, 0.3582], [-2.9717, -3.7254, 2.2640], [-3.3550, -2.6391, 0.9099], [-1.2981, -1.8309, 1.4119], [2.7981, -2.5787, 0.0208], [1.8787, -3.4401, -1.2061], [2.2213, -4.3680, 1.6695], [3.1003, -5.0033, 0.2647], [0.9633, -6.3144, 0.9430], [1.0430, -5.8099, -0.7574], [-1.5525, -5.8530, 1.6514], [-1.4201, -6.3117, -0.0575], [3.8402, 3.4017, -2.7482], [4.1899, 3.6013, -1.4747], [5.2726, 4.4441, -1.2180], [5.6990, 4.6735, 0.0706], [5.0401, 4.0841, 1.1528], [3.9545, 3.2781, 0.9195], [3.5096, 3.0237, -0.3850], [2.3941, 2.1309, -0.6413], [2.0080, 1.8423, -1.7923], [1.4094, 1.9083, 0.2908], [3.1121, 2.7492, -2.7691], [5.7680, 4.9023, -2.0636], [6.5588, 5.3075, 0.2410], [5.3797, 4.2498, 2.1660], [3.4350, 2.8132, 1.7453]], "lowdin_charge": [0.893, 0.145, -0.602, 0.141, 0.140, -0.108, 0.049, -0.022, -0.145, -0.157, -0.583, 0.883, 0.136, 0.122, 0.065, 0.401, 0.844, 0.489, -0.450, -0.128, -0.072, -0.078, -0.083, -0.107, -0.446, -0.119, -0.079, -0.072, -0.073, -0.115, 0.102, 0.112, 0.111, 0.109, 0.082, 0.045, 0.105, 0.110, 0.110, 0.100, -0.222, 0.341, -0.204, -0.215, 0.488, 0.439, -0.231, -0.172, -0.199, 0.391, -0.226, -0.224, -0.197, 0.043, -0.002, 0.015, 0.041, -0.005, 0.020, 0.038, -0.016, 0.006, 0.004, 0.047, 0.022, 0.024, 0.014, 0.044, 0.030, 0.047, -0.006, -0.036, 0.034, 0.041, 0.007, 0.038, 0.022, 0.014, 0.025, 0.044, -0.146, -0.184, 0.048, -0.411, -0.014, -0.267, -0.149, -0.147, -0.038, -0.140, 0.099, 0.125, 0.121, 0.083, 0.013, 0.051, 0.086, 0.120, 0.122, 0.128, 0.123, 0.133, 0.127, 0.099, -0.242, 0.009, -0.048, -0.066, -0.030, -0.121, -0.646, -0.145, -0.403, 0.082, 0.126, 0.114, 0.109, 0.097], "total_charge": 1, "spin_multiplicity": 2, "e_lumo_ev": [-4.86, -4.59], "e_homo_ev": [-9.93, -10.17], "relative_energy_ev": 5.7964, "total_energy_ev": -296501.87340, "orbital_gap_ev": [5.1, 5.6]}